{"formula": "C20H17BrMgN7O5S2", "method": "ωB97M-V/def2-TZVPD", "de_lowest_kj_mol": 0.0, "orbital_gap_ev": 7.72, "lumo_ev": -3.473, "charge": 1, "energy_ev": -138836.655, "symbols": ["Br", "S", "S", "Mg", "O", "O", "O", "O", "O", "N", "N", "N", "N", "N", "N", "N", "C", "C", "C", "C", "C", "C", "C", "C", "C", "C", "C", "C", "C", "C", "C", "C", "C", "C", "C", "C", "H", "H", "H", "H", "H", "H", "H", "H", "H", "H", "H", "H", "H", "H", "H", "H", "H"], "xyz": [[3.40820, -3.75402, 1.77400], [-4.41273, 0.90033, 1.80005], [0.48211, -3.05587, 2.24374], [-0.92109, 0.57848, -1.30720], [0.93206, -0.82079, -1.76374], [-1.64228, 2.20984, -2.40590], [0.25036, -4.27518, -1.43610], [-2.03717, 0.18433, -3.01794], [-2.88702, 1.82848, -4.15248], [-0.48799, -1.07586, -0.07980], [-2.22403, 1.41796, -3.25089], [0.73562, 1.67810, -0.35366], [2.56952, -2.89463, -1.17282], [-3.88149, 2.41980, -0.37672], [2.39103, 1.95624, 1.09731], [-2.39689, 0.72302, 0.23230], [-3.22123, -0.30207, 2.13071], [0.48671, -3.76332, -0.24885], [-1.01588, -1.07935, 1.13088], [-0.55731, -1.71366, 2.28362], [0.29562, 4.13791, -0.74014], [-0.78970, -5.25628, -1.51613], [1.98306, 3.22947, 0.74469], [1.72908, -0.37656, 0.53119], [0.72919, 5.38936, -0.36043], [2.29489, -1.10867, 1.48795], [2.42678, 4.49028, 1.13075], [1.53718, -2.67080, -0.21153], [1.98609, -2.55486, 1.27560], [-2.23555, -0.24244, 1.21114], [0.94075, 3.04006, -0.16641], [-0.07325, -4.07827, 0.92560], [1.62128, 1.07442, 0.41788], [0.90456, -1.25027, -0.40451], [-3.49902, 1.40882, 0.41713], [1.77688, 5.56413, 0.56177], [-0.49574, 4.00825, -1.46444], [-0.84613, -5.54710, -2.55884], [-3.28570, 2.68880, -1.14837], [-0.86755, -4.77609, 1.13099], [-4.76512, 2.87894, -0.25659], [-0.96103, -1.50486, 3.26118], [2.83147, -0.75283, 2.35669], [1.75792, -0.36668, -1.96037], [-0.53817, -6.11996, -0.89859], [3.20090, -2.11039, -1.26770], [2.08185, 6.56741, 0.82586], [-3.33490, -0.98693, 2.95338], [-1.73729, -4.82205, -1.19474], [0.25741, 6.26346, -0.78795], [3.15403, 1.72286, 1.70967], [3.11344, -3.72323, -0.96673], [3.23634, 4.62228, 1.83547]], "mulliken_charge": [-0.0145, -0.2171, -0.2390, 0.7437, -0.6042, -0.7102, -0.3822, -0.6688, -0.5821, -0.8778, 1.2466, 0.0102, -0.6144, -0.3182, 0.0161, -0.0030, -0.5010, -0.4363, 1.6433, -1.3061, -0.6157, -0.9832, 0.3546, 0.5924, -0.7046, -1.4434, -1.2233, 1.7483, 0.2648, -0.4954, 0.6949, -0.5845, -0.3439, 0.9337, 0.4954, -0.4419, 0.5057, 0.2846, 0.1425, 0.6100, 0.1955, 0.4575, 0.4491, 0.4656, 0.3911, 0.3622, 0.4001, 0.4765, 0.3910, 0.4482, 0.2450, 0.3271, 0.4149]}